A cluster of 2 separate species, C4H11N3S in total at a distorted geometry. Source: the OMol25 dataset; level of theory: the ωB97M-V functional and the def2-TZVPD basis.

Last column: natural (NBO) charge in e.
Geometry (Å):
C -2.486 -0.787 0.572  -0.41
C -3.038 0.377 -0.161  -0.41
C -1.822 -0.311 -0.667  -0.46
C 4.315 -0.030 -0.919  -0.05
N -0.496 2.017 0.096  -1.12
N 0.411 -0.428 0.937  -1.06
N 4.323 -0.672 0.143  -0.57
S -0.277 0.641 -0.460  1.23
H -1.837 -0.784 1.482  0.25
H -2.903 -1.763 0.390  0.22
H -4.121 0.346 -0.542  0.24
H -2.815 1.332 0.344  0.21
H -1.767 -0.644 -1.711  0.25
H 3.358 0.058 -1.564  0.15
H 5.261 0.354 -1.289  0.17
H 0.579 0.098 1.710  0.36
H -1.324 2.190 0.730  0.35
H 1.361 -0.888 0.678  0.36
H 3.278 -1.105 0.232  0.30

Net charge = 0
HOMO-LUMO gap = 9.48 eV
2S+1 = 1

---

A cluster of 2 separate species, C4H11N4 in total at a distorted geometry. Source: the OMol25 dataset; level of theory: the ωB97M-V functional and the def2-TZVPD basis.

Last column: natural (NBO) charge in e.
Geometry (Å):
C -2.676 1.157 0.317  -0.13
C 1.520 0.344 -0.001  0.51
C 2.987 0.152 0.323  -0.70
C -1.482 -1.684 -0.215  -0.44
N -1.608 1.200 -0.245  -0.35
N 0.668 -0.678 -0.054  -0.30
N 1.163 1.532 -0.417  -0.72
N -0.528 -0.684 -0.524  -0.16
H -3.244 2.148 0.489  0.25
H -3.250 0.224 0.719  0.21
H 3.075 -0.799 -0.223  0.27
H 3.094 -0.273 1.318  0.27
H 3.736 1.003 0.208  0.27
H -2.220 -1.231 0.348  0.21
H -1.737 -2.263 -1.218  0.25
H -1.100 -2.531 0.407  0.26
H 1.936 2.178 -0.355  0.41
H 0.215 1.897 -0.509  0.45
H -0.848 -0.154 -1.374  0.42

Net charge = +1
HOMO-LUMO gap (spin up / spin down) = 8.09 / 8.35 eV
2S+1 = 1

---

A structure of composition C4H11N4 at a distorted geometry. Source: the OMol25 dataset; level of theory: the ωB97M-V functional and the def2-TZVPD basis.

Last column: natural (NBO) charge in e.
Geometry (Å):
C 0.014 -0.259 0.123  0.66
C 1.059 0.186 -1.902  -0.23
C -0.435 0.428 -2.305  -0.24
C -1.437 -0.553 2.086  -0.40
N 1.183 -0.278 -0.568  -0.58
N -1.185 0.432 -1.103  -0.56
N -0.080 -0.384 1.426  -0.20
N 1.071 -0.177 2.044  -0.65
H 1.573 -0.556 -2.480  0.22
H 1.619 1.139 -2.097  0.22
H -0.544 1.444 -2.728  0.22
H -0.793 -0.277 -2.923  0.21
H -1.578 -1.621 2.322  0.23
H -1.473 0.018 2.949  0.23
H -2.155 -0.241 1.418  0.24
H -1.395 1.415 -0.832  0.38
H 1.538 0.704 1.800  0.39
H 1.123 -0.481 3.006  0.41
H 1.895 -0.940 -0.234  0.45

Net charge = +1
HOMO-LUMO gap = 9.83 eV
2S+1 = 1

---

A structure of composition C4H11N6 at a distorted geometry. Source: the OMol25 dataset; level of theory: the ωB97M-V functional and the def2-TZVPD basis.

Last column: natural (NBO) charge in e.
Geometry (Å):
C 0.220 0.721 -0.186  0.56
C -0.066 -1.231 0.235  0.21
C -0.771 2.801 -0.602  -0.42
C 1.662 -0.466 -1.794  -0.43
N 0.519 -3.219 1.335  -0.12
N 0.192 1.826 -0.766  -0.46
N 0.654 -1.967 1.266  -0.13
N 0.969 -0.367 -0.467  -0.42
N -0.674 -0.036 0.655  -0.31
N -1.833 0.398 1.189  -0.65
H -0.749 -1.862 -0.507  0.24
H -0.293 3.754 -0.400  0.22
H -1.329 2.677 0.420  0.17
H -1.381 2.718 -1.473  0.22
H 2.215 -1.432 -1.728  0.22
H 0.892 -0.436 -2.629  0.23
H 2.495 0.352 -1.752  0.27
H 0.936 -3.705 2.161  0.39
H -1.817 0.794 2.148  0.39
H 0.897 -1.284 2.010  0.44
H -2.737 -0.035 0.886  0.39

Net charge = +1
HOMO-LUMO gap (spin up / spin down) = 5.74 / 5.74 eV
2S+1 = 1

---

Relative energy (zero: lowest compared OMol25 entry of this formula, charge and spin) across the listed records, respectively: 119.2, 130.0, 96.4, 137.9 kcal per mole.